Molecular formula: C29H41N2
Method: DFT, wB97M-V/def2-TZVPD

XYZ file:
```
72
Properties=species:S:1:pos:R:3:forces:R:3:mulliken_charge:R:1
C -4.227286 -1.509387 0.514174 -0.2 -0.5 -0.1 -0.7789
C -2.998317 -0.747948 0.944578 0.4 0.1 0.6 -0.0501
N -2.060289 -0.412936 -0.126711 -0.7 0.4 -0.9 -0.1306
C -2.654370 -0.185768 -1.262024 0.7 0.0 0.1 -0.0291
C -1.967985 0.299733 -2.533320 0.0 -0.4 0.2 0.4367
C -3.108738 0.599306 -3.507882 -0.1 0.4 -0.5 -0.6707
C -4.401433 0.128370 -2.836564 -0.1 -0.1 -0.1 -0.7370
N -3.967571 -0.337416 -1.538026 -0.3 0.2 -0.1 0.1332
C -4.949539 -0.752942 -0.573108 -0.2 0.1 0.1 -0.6755
H -3.907124 -2.480308 0.125978 -0.1 0.0 0.0 0.3129
H -4.898051 -1.702956 1.353951 0.1 0.1 0.0 0.4145
H -3.303723 0.162238 1.491302 0.2 -0.1 -0.2 0.1036
H -2.444913 -1.366202 1.645748 -0.2 0.1 0.1 -0.1969
H -1.312563 1.151090 -2.323192 -0.2 -0.1 0.0 0.3744
H -1.339330 -0.493747 -2.944384 -0.2 0.2 0.2 -0.3344
H -3.190443 1.669601 -3.712232 0.1 -0.2 -0.1 0.2680
H -2.950093 0.078311 -4.457647 -0.1 0.2 0.2 0.2990
H -5.130380 0.942043 -2.716882 0.1 -0.1 0.0 0.3282
H -4.908606 -0.677260 -3.389053 0.2 0.1 0.1 0.3609
H -5.690690 -1.377833 -1.081003 0.0 0.0 0.1 0.3766
H -5.470380 0.131393 -0.170429 0.0 -0.2 0.0 0.3247
C 3.125450 2.458524 -4.299550 0.2 0.3 -0.2 -1.4886
C 3.110036 1.449792 -3.193486 -0.3 -0.5 0.2 0.2335
C 2.044089 0.553972 -3.056095 0.3 0.1 0.4 -1.1373
C 1.989225 -0.361127 -1.996403 0.3 0.4 -0.1 1.6750
C 0.809525 -1.288947 -1.934147 -0.3 -0.2 -0.1 -1.5998
C 3.007194 -0.360885 -1.024207 0.0 0.0 -0.5 1.1917
C 2.964736 -1.299138 0.168230 0.2 0.5 -0.1 -0.3086
C 3.568892 -2.663903 -0.194074 -0.1 -0.2 0.1 -1.5561
C 1.583960 -1.471842 0.887221 0.1 -1.1 0.5 -1.8162
C 0.736783 -0.273407 0.994688 0.4 0.4 0.4 -0.0679
C 0.123712 0.153522 2.183728 0.1 0.2 0.6 0.9006
C 0.229110 1.535237 2.573063 -0.9 0.2 -0.2 0.6254
C 1.286314 2.418520 1.984054 0.1 0.2 -0.1 -1.4558
C -0.625026 2.029595 3.543450 0.2 0.0 -0.2 -0.9411
C -1.552966 1.206324 4.197092 0.2 -0.2 -0.2 0.6914
C -2.583402 1.781084 5.114500 -0.2 -0.1 0.1 -1.6396
C -1.477661 -0.175039 3.987756 0.2 -0.1 -0.2 -0.6228
C -0.624887 -0.731443 3.037350 0.3 0.1 0.1 0.5823
C -0.581700 -2.225460 2.878927 -0.3 -0.3 0.1 -1.6719
C 4.143025 0.454219 -1.226321 -0.4 -0.1 0.2 0.5489
C 5.336945 0.398577 -0.305873 0.2 0.2 0.1 -1.6498
C 4.163817 1.354560 -2.288411 0.0 0.1 -0.1 -0.8278
H 4.010589 3.095810 -4.205057 -0.2 0.0 -0.1 0.3549
H 3.152507 1.979081 -5.284783 0.0 0.1 0.2 0.3328
H 2.239381 3.102246 -4.275762 0.1 -0.1 0.0 0.3338
H 1.224200 0.572307 -3.773430 0.2 0.0 0.0 0.4461
H 1.067370 -2.326663 -1.686012 0.0 0.3 -0.1 0.0683
H 0.065815 -0.940397 -1.201029 0.1 -0.3 -0.3 -0.0226
H 0.311574 -1.307358 -2.910104 0.3 -0.1 0.3 0.6646
H 3.614972 -0.843193 0.930068 -0.2 -0.2 -0.2 0.5669
H 4.561887 -2.546981 -0.651440 -0.3 0.0 0.2 0.3713
H 3.670018 -3.294461 0.697070 0.0 0.0 -0.1 0.4402
H 2.940808 -3.198929 -0.918074 0.1 0.1 0.1 0.3393
H 1.022716 -2.314120 0.439068 0.2 0.4 0.0 0.4879
H 1.820868 -1.805603 1.915132 -0.2 0.0 -0.5 0.7523
H 0.720251 0.411013 0.135414 0.3 0.0 0.5 0.6869
H 1.179048 3.434331 2.382938 0.1 -0.2 -0.2 0.4373
H 2.296914 2.058252 2.246410 -0.4 0.1 -0.1 0.3211
H 1.223340 2.468310 0.887317 0.0 -0.1 0.2 0.2895
H -0.590719 3.092602 3.781569 0.0 -0.2 0.0 0.4088
H -3.347705 1.031497 5.342822 0.1 0.2 0.0 0.3760
H -2.147161 2.114205 6.063700 0.0 0.0 -0.2 0.3763
H -3.069487 2.648934 4.655691 0.1 -0.1 0.1 0.3975
H -2.138787 -0.835573 4.555986 0.2 0.2 -0.2 0.3863
H -1.457941 -2.672079 3.371458 0.3 0.1 -0.2 0.4165
H -0.591927 -2.533670 1.826127 0.0 0.0 0.3 0.2960
H 0.313379 -2.659638 3.353556 -0.2 0.2 -0.2 0.3725
H 6.118864 1.067607 -0.684565 -0.1 -0.2 0.1 0.4151
H 5.093990 0.735885 0.711228 0.0 -0.1 -0.2 0.3284
H 5.770653 -0.607906 -0.230445 -0.1 0.2 0.0 0.2734
H 5.029233 2.014375 -2.409620 -0.3 -0.2 0.0 0.2877
```
Positions in Å, forces in eV/Å.

- Total charge: +1
- Strongest force on any atom: 1.2 eV/Å
- E_HOMO: -10.86 eV
- LUMO: -4.9 eV